A cluster of 3 separate species, C3H14NO4 in total. Source: OMol25; level of theory: ωB97M-V/def2-TZVPD.

CARTESIAN COORDINATES (ANGSTROEM)
C  -0.819604  1.305085  1.539993
O  -2.179440  0.899495  1.691995
C  -0.243704  0.710144  0.255136
C  1.055657  1.488685  -0.044692
O  2.144682  0.545368  0.261530
N  -0.012447  -0.760371  0.303525
H  -0.262193  0.993748  2.418267
H  -0.663190  2.401348  1.538550
H  -2.327801  0.977269  2.630049
H  -0.988886  0.972667  -0.515098
H  1.243348  1.551163  -1.120236
H  1.220292  2.324336  0.636534
H  2.849238  0.858790  0.814074
H  -0.581240  -1.268085  0.991710
H  -0.305277  -1.229694  -0.556498
H  0.982271  -0.950719  0.480669
H  2.727742  -1.715470  -1.287398
H  2.477327  -3.077323  -1.597803
O  2.337089  -2.482828  -0.834561
H  -3.088201  -0.627740  -3.095968
H  -2.342435  -1.799921  -2.572581
O  -2.344160  -0.826978  -2.516433

Force components x, y, z for each atom (eV/Å):
C -0.2 -0.4 0.3
O 1.0 0.2 -0.4
C -0.9 2.2 0.3
C 2.3 -2.7 0.0
O -0.7 -0.8 -0.2
N -0.9 -0.6 -0.1
H 0.4 -0.4 0.2
H -0.5 -0.4 -0.5
H -0.7 -0.1 0.5
H 0.3 -0.7 0.1
H -0.7 1.3 0.2
H -0.5 0.4 -0.8
H 0.3 0.7 0.4
H 0.1 0.6 0.3
H 0.4 0.3 -0.3
H 0.3 0.0 -0.2
H -0.1 0.4 0.8
H -0.4 -0.5 0.8
O 0.4 0.3 -1.6
H 0.0 0.4 0.0
H 0.2 0.4 0.1
O 0.0 -0.9 0.0

Computed properties:
Charge: +1
Orbital gap in eV: 11.6
Multiplicity: 1
Relative energy (zero: lowest compared OMol25 entry of this formula, charge and spin) in eV: 1.493

Atomic partial charges in e from the Löwdin method, atoms 1 to 6: -0.2183 -0.0241 -0.2390 -0.0980 -0.0976 0.2438

A cluster of 3 separate species, C26H49B3BrFN2O5 in total. Source: OMol25; level of theory: ωB97M-V/def2-TZVPD.

CARTESIAN COORDINATES (ANGSTROEM)
C  3.749983  5.162809  -1.709328
C  3.071828  4.689169  -2.743756
C  2.093395  4.229366  -3.961678
C  0.694543  3.756336  -3.246038
C  0.300649  2.240634  -3.739129
B  -1.305951  2.075602  -3.382025
O  -1.766884  1.117083  -2.393733
B  -3.185140  1.226457  -2.124149
Br  -3.994690  0.099227  -0.649056
O  -4.106767  2.128974  -2.816859
B  -3.243381  3.285025  -3.137268
C  -3.436281  4.725961  -2.397367
F  -4.232336  4.453694  -1.182331
C  -4.121078  5.868030  -3.305609
C  -3.288351  6.188250  -4.659043
O  -2.191761  2.991479  -4.128898
H  3.979204  5.590671  -0.656036
H  1.856373  5.113746  -4.662163
H  2.541156  3.319256  -4.504390
H  -0.169211  4.504927  -3.417507
H  0.852948  3.689760  -2.093585
H  0.463782  2.209147  -4.894888
H  0.956727  1.444044  -3.233153
H  -2.395711  5.124895  -2.068282
H  -5.214609  5.629828  -3.607096
H  -4.184589  6.830372  -2.648422
H  -2.223545  5.743106  -4.614578
H  -3.250830  7.344723  -4.769123
H  -3.862959  5.681733  -5.533574
C  4.182146  0.351073  3.001540
C  3.905129  0.725812  1.521261
C  4.226340  -0.487089  0.617615
C  5.723655  -0.742420  0.467169
C  6.453549  0.518165  0.014591
C  6.149978  1.756737  0.887003
N  4.687425  1.946320  1.140090
O  4.132809  2.451568  -0.011770
C  6.899819  1.649694  2.237230
C  6.802445  2.998262  0.212025
C  2.372837  0.982910  1.490031
H  3.335055  -0.182084  3.445328
H  5.035013  -0.317410  3.125545
H  4.345827  1.241838  3.616341
H  3.796912  -0.335227  -0.380890
H  3.748273  -1.390094  1.016735
H  6.149957  -1.109401  1.405871
H  5.884797  -1.538126  -0.267692
H  7.531903  0.321525  0.003415
H  6.173413  0.720041  -1.027045
H  6.613597  2.464041  2.910934
H  7.982378  1.717427  2.090626
H  6.737318  0.705817  2.754705
H  6.464934  3.142498  -0.818506
H  7.890884  2.886887  0.164176
H  6.589656  3.911961  0.774570
H  2.104845  1.821597  2.140840
H  1.822938  0.103568  1.841071
H  1.995363  1.193545  0.485474
C  -5.000924  -6.603825  2.837772
C  -3.572098  -6.018597  2.681710
C  -3.374750  -4.871828  3.700084
C  -4.136858  -3.602438  3.328213
C  -3.813872  -3.164725  1.903067
C  -3.988577  -4.287209  0.855782
N  -3.345355  -5.573810  1.268558
O  -1.989735  -5.431920  1.090930
C  -5.493408  -4.525200  0.581063
C  -3.453394  -3.765597  -0.509276
C  -2.646985  -7.203695  3.074881
H  -5.046786  -7.338711  3.648110
H  -5.749803  -5.852908  3.092551
H  -5.322931  -7.122143  1.929016
H  -2.308724  -4.625526  3.785900
H  -3.689714  -5.197955  4.698982
H  -5.215031  -3.750804  3.442671
H  -3.868189  -2.800157  4.023432
H  -4.443332  -2.305974  1.642190
H  -2.780090  -2.797060  1.884333
H  -5.640759  -5.387865  -0.076999
H  -5.942582  -3.659581  0.084050
H  -6.084135  -4.678929  1.482486
H  -2.413982  -3.429563  -0.453115
H  -4.034543  -2.902145  -0.851119
H  -3.523965  -4.535890  -1.282730
H  -2.779298  -8.046069  2.388180
H  -2.878383  -7.560530  4.083861
H  -1.587535  -6.933087  3.086198

Force components x, y, z for each atom (eV/Å):
C -4.6 -2.2 -4.8
C 2.7 2.7 4.4
C 0.2 0.2 2.1
C 0.4 -0.8 0.7
C -0.6 0.7 -0.2
B 1.0 -0.1 -1.4
O -2.6 2.4 -1.1
B -0.7 0.0 -0.3
Br 0.8 1.0 -1.4
O 4.2 0.4 1.5
B -0.5 -1.4 -1.7
C -0.2 0.2 -0.1
F 1.3 0.7 -1.9
C -0.3 0.7 0.5
C -0.4 -0.2 0.4
O -0.5 -0.9 4.4
H -0.2 -1.2 -2.6
H 0.8 -1.5 1.1
H -0.6 1.7 0.8
H 1.5 -1.2 0.0
H -0.2 0.3 -2.1
H -0.4 -0.1 2.0
H -0.9 1.3 -0.8
H -1.8 -0.6 -0.3
H 1.9 0.1 0.7
H 0.2 -1.8 -1.1
H -1.7 0.9 -0.1
H 0.0 -2.2 -0.1
H 1.2 1.1 1.3
C 0.3 0.0 0.2
C -1.0 -0.9 1.4
C 0.2 0.1 -0.3
C 0.0 0.0 0.1
C -0.4 -0.2 -0.2
C 1.9 0.5 0.7
N -1.2 0.0 -4.3
O 1.0 -0.5 2.7
C 0.0 -0.3 0.2
C -0.7 0.0 -0.3
C 0.2 0.5 -0.6
H 0.0 0.1 -0.3
H 0.0 0.2 0.0
H 0.0 -0.1 -0.1
H 0.0 0.2 0.1
H -0.1 0.3 0.1
H 0.0 0.0 0.0
H 0.0 0.1 0.1
H -0.1 0.3 0.1
H -0.1 0.2 0.2
H 0.0 -0.1 -0.1
H -0.2 0.1 -0.2
H -0.1 0.1 0.0
H -0.2 0.0 0.2
H -0.2 -0.2 0.2
H -0.1 -0.1 0.0
H 0.1 -0.1 -0.1
H 0.4 0.0 0.1
H 0.2 0.1 0.1
C -0.3 0.1 -0.1
C -0.9 -1.4 1.2
C 0.1 0.3 -0.2
C -0.1 0.0 0.0
C 0.3 -0.1 0.3
C -1.5 0.8 -1.3
N 4.1 1.8 0.7
O -2.8 -0.7 0.0
C -0.2 -0.1 0.2
C 0.6 -0.3 0.3
C 0.5 0.3 -0.5
H 0.3 0.1 -0.1
H 0.0 0.0 -0.2
H 0.1 0.1 0.1
H -0.1 -0.1 -0.2
H 0.0 -0.2 -0.2
H 0.0 0.0 0.0
H 0.0 -0.1 -0.1
H 0.0 -0.2 -0.2
H 0.0 -0.2 -0.1
H 0.1 0.1 0.1
H 0.3 0.0 0.0
H 0.1 -0.1 0.0
H -0.1 -0.2 0.1
H -0.1 -0.2 0.3
H 0.0 0.0 0.1
H 0.0 0.1 0.0
H -0.2 0.2 -0.2
H -0.2 0.1 -0.2

Computed properties:
Orbital gap (alpha / beta) in eV: 9.2 / 9.2
Multiplicity: 3

Atomic partial charges in e from the Löwdin method, atoms 1 to 6: 0.0367 -0.1080 -0.1743 -0.1949 -0.0736 -0.3911

Record order is preserved below.
Molar mass: 128.1 601.0 g mol⁻¹
Record order is preserved below.
Strongest force on any atom: 3.51 7.00 eV/A